{
  "formula": "C57H62F6N5",
  "method": "ωB97M-V/def2-TZVPD",
  "symbols": ["C", "C", "C", "C", "C", "C", "C", "C", "C", "C", "C", "C", "N", "N", "N", "C", "C", "C", "C", "C", "C", "C", "C", "C", "C", "C", "C", "C", "C", "C", "C", "H", "H", "H", "H", "H", "H", "H", "H", "H", "H", "H", "H", "H", "H", "H", "H", "H", "H", "H", "H", "H", "H", "H", "H", "H", "H", "H", "H", "H", "H", "H", "H", "H", "H", "H", "H", "H", "H", "H", "F", "C", "F", "F", "C", "N", "C", "C", "C", "C", "C", "C", "C", "C", "C", "C", "C", "C", "C", "C", "C", "N", "C", "C", "F", "F", "F", "C", "C", "C", "C", "C", "C", "C", "C", "C", "C", "H", "H", "H", "H", "H", "H", "H", "H", "H", "H", "H", "H", "H", "H", "H", "H", "H", "H", "H", "H", "H", "H", "H"],
  "xyz": [[4.14597, 0.19459, 3.88566], [2.86204, 0.17957, 3.06449], [2.17253, 1.54744, 3.14173], [1.96514, -0.99768, 3.45884], [1.28863, -0.92544, 4.67631], [0.32228, -1.87604, 5.00212], [-0.06247, -2.82024, 4.05040], [0.59013, -2.90014, 2.81881], [-0.01487, -3.75907, 1.70523], [-1.55229, -3.86323, 1.72947], [0.59832, -5.14928, 1.69369], [1.77288, -2.12981, 2.63030], [2.44175, -2.12517, 1.33349], [1.81457, -1.25338, 0.50011], [2.54125, -1.23222, -0.62146], [2.05319, -0.38463, -1.71988], [2.52876, 0.93754, -1.88362], [3.37683, 1.65914, -0.82908], [2.77151, 3.00745, -0.41191], [4.81561, 1.88552, -1.29915], [2.21997, 1.61487, -3.06788], [1.37174, 1.05416, -4.01881], [0.76423, -0.16987, -3.75346], [1.03662, -0.86594, -2.57005], [0.25589, -2.14781, -2.25982], [0.71568, -3.32311, -3.11675], [-1.26158, -1.95902, -2.38646], [3.55927, -2.17951, -0.56965], [4.29598, -2.40925, -1.82159], [3.55027, -2.73251, 0.68982], [4.44771, -3.73261, 1.46286], [4.67001, -0.76435, 3.80554], [4.80994, 0.98995, 3.52679], [3.92340, 0.37695, 4.94530], [3.12203, 0.01957, 2.01418], [1.27369, 1.57697, 2.51339], [1.88697, 1.80008, 4.17242], [2.86272, 2.32101, 2.77702], [1.50636, -0.09873, 5.35903], [-0.18707, -1.83249, 5.96524], [-0.90802, -3.48261, 4.24999], [0.25098, -3.25069, 0.76387], [-2.02545, -2.87538, 1.77004], [-1.89961, -4.35513, 0.81048], [-1.91457, -4.45838, 2.57855], [1.67816, -5.09864, 1.51921], [0.44048, -5.66012, 2.65384], [0.16010, -5.77114, 0.90565], [3.38730, 0.99978, 0.05001], [1.74570, 2.88937, -0.04414], [3.36739, 3.46220, 0.39046], [2.75466, 3.71050, -1.25616], [5.29884, 0.93996, -1.57120], [4.84317, 2.55148, -2.17365], [5.40495, 2.35264, -0.49935], [2.66109, 2.59735, -3.24888], [1.17201, 1.57933, -4.95672], [0.06939, -0.60101, -4.47685], [0.46963, -2.36954, -1.20505], [1.79700, -3.49008, -3.02834], [0.20284, -4.24516, -2.80580], [0.48680, -3.14457, -4.17840], [-1.60637, -1.15308, -1.72863], [-1.54564, -1.71274, -3.41779], [-1.78268, -2.87965, -2.09507], [5.05495, -3.19212, -1.68296], [3.62720, -2.71791, -2.64969], [4.78557, -1.49147, -2.20002], [5.09849, -3.08543, 2.07171], [3.76794, -4.15122, 2.22781], [8.21726, -8.92700, 7.31037], [8.53475, -8.08860, 6.28851], [7.53309, -7.15385, 6.18264], [9.67215, -7.39348, 6.64062], [8.76911, -8.79436, 4.98492], [9.12348, -7.79848, 3.95976], [10.48470, -7.81362, 3.57690], [11.07261, -9.03928, 3.20582], [12.45262, -9.17180, 3.12609], [13.25844, -8.10925, 3.54560], [12.69245, -6.87348, 3.87166], [11.31245, -6.69780, 3.79181], [8.15542, -7.00207, 3.35803], [8.51543, -5.87691, 2.58162], [7.53615, -5.09287, 1.97508], [6.21044, -5.54135, 1.89033], [5.26733, -4.86094, 0.86988], [4.44768, -5.89605, 0.09917], [3.27629, -5.51944, -0.55007], [2.56644, -6.39651, -1.34114], [2.96614, -7.73253, -1.50876], [2.18200, -8.58113, -2.25510], [0.83161, -8.16370, -2.66954], [-0.08459, -8.39882, -1.51242], [-1.38686, -8.11616, -1.76749], [0.01388, -9.70875, -1.11172], [0.28658, -7.65491, -0.41294], [2.66272, -9.74002, -2.88395], [2.96766, -10.89850, -2.14998], [3.13476, -12.10933, -2.82163], [3.16340, -12.12020, -4.22344], [2.95044, -10.94859, -4.96336], [2.64570, -9.77482, -4.28906], [4.16692, -8.12809, -0.88931], [4.84751, -7.23898, -0.05640], [5.81819, -6.58781, 2.73838], [6.78133, -7.32853, 3.41983], [9.62400, -9.46095, 5.14051], [7.87668, -9.36214, 4.71551], [10.42239, -9.88789, 3.00657], [12.89143, -10.10568, 2.76594], [14.33596, -8.24132, 3.59855], [13.31769, -6.04098, 4.19625], [10.84616, -5.73002, 3.96865], [9.56648, -5.64049, 2.41476], [7.81924, -4.15427, 1.48773], [5.98328, -4.47447, 0.11704], [2.89619, -4.50841, -0.46400], [1.69859, -6.00491, -1.85256], [0.77867, -7.11218, -2.96369], [0.49900, -8.80296, -3.49396], [2.99901, -10.83490, -1.06224], [3.24722, -13.03754, -2.25017], [3.35191, -13.05400, -4.74942], [3.00469, -10.93982, -6.05647], [2.37899, -8.86249, -4.82431], [4.53312, -9.13631, -1.07607], [5.71737, -7.62785, 0.47139], [4.76939, -6.87289, 2.86455], [6.48981, -8.23488, 3.93862]],
  "atomic_forces_ev_per_a": [[0.196, -0.073, 0.070], [0.139, -0.415, -0.190], [-0.243, -0.103, -0.037], [0.611, 0.111, 0.070], [-0.226, -0.318, 0.015], [0.104, 0.059, -0.099], [0.196, 0.201, 0.053], [0.300, -0.447, -0.171], [0.142, 0.147, -0.093], [0.083, 0.221, 0.078], [0.271, -0.375, 0.033], [-1.290, 0.624, 0.646], [-0.627, 1.191, -2.645], [2.068, -0.698, -0.074], [-1.372, -0.763, 1.968], [-0.383, 0.652, -0.477], [0.621, -0.097, 0.157], [0.021, -0.322, -0.024], [-0.285, -0.061, 0.001], [0.165, -0.130, -0.039], [-0.209, -0.146, 0.021], [0.140, -0.119, 0.030], [0.054, 0.174, 0.217], [0.175, -0.706, -0.245], [0.281, 0.136, 0.288], [0.149, -0.213, -0.171], [0.060, 0.217, 0.083], [-0.844, 1.428, -0.506], [1.012, -0.353, -0.869], [-0.670, -0.021, 1.097], [-1.195, 1.258, 1.269], [0.004, 0.149, 0.082], [-0.068, -0.145, 0.134], [0.100, -0.041, -0.209], [0.188, 0.168, 0.143], [0.119, -0.007, 0.164], [0.078, -0.034, -0.281], [-0.155, -0.189, 0.145], [-0.138, -0.312, -0.273], [0.128, -0.005, -0.265], [0.273, 0.307, -0.102], [-0.094, -0.209, 0.143], [0.081, -0.146, 0.064], [0.161, 0.057, 0.240], [0.113, 0.127, -0.213], [-0.120, -0.119, 0.054], [-0.018, 0.145, -0.180], [0.111, 0.160, 0.147], [0.127, 0.221, -0.041], [0.149, 0.045, -0.085], [-0.088, -0.144, -0.211], [0.006, -0.167, 0.219], [-0.008, 0.161, -0.007], [-0.005, -0.190, 0.214], [-0.118, -0.096, -0.195], [-0.212, -0.276, 0.135], [0.058, -0.192, 0.350], [0.116, 0.186, 0.305], [-0.153, -0.178, -0.250], [-0.251, -0.043, -0.052], [0.093, 0.230, -0.102], [0.068, -0.063, 0.277], [0.008, -0.107, -0.163], [0.008, -0.087, 0.249], [0.139, 0.167, -0.099], [-0.222, 0.286, -0.123], [0.222, 0.018, 0.624], [-0.116, -0.369, 0.416], [0.100, -0.143, -0.263], [0.163, -0.066, -0.271], [0.263, 0.638, -0.887], [0.124, 1.334, 1.041], [0.814, -0.905, 0.383], [-1.160, -0.742, -0.069], [0.051, 0.385, -0.666], [-0.534, -0.807, 0.186], [1.322, -0.112, 0.205], [-0.321, 0.536, -0.049], [0.087, 0.274, 0.187], [0.025, 0.010, -0.158], [-0.151, -0.130, -0.395], [-0.160, -0.396, 0.253], [-0.450, 0.270, -0.994], [-0.069, 0.038, 0.406], [-0.109, -0.825, -0.512], [-0.463, 1.034, 0.736], [0.813, -0.832, -0.822], [-0.239, -0.487, 0.262], [0.311, -0.105, -0.149], [0.098, -0.097, -0.068], [0.457, 1.017, 0.369], [-0.974, 0.602, -0.520], [0.790, -0.138, -0.057], [-0.403, -0.733, 1.715], [0.961, -0.223, 0.078], [-0.510, 1.151, -0.391], [-0.638, -0.587, -0.907], [0.101, -1.311, -0.683], [-0.356, 0.241, -0.283], [0.338, 0.266, -0.283], [-0.027, 0.006, -0.024], [0.019, -0.234, 0.244], [0.240, -0.017, 0.512], [-0.439, 0.237, -0.031], [0.103, 0.066, -0.394], [0.465, -0.073, -0.149], [0.325, 0.160, 0.038], [-0.371, 0.078, -0.109], [0.180, -0.147, 0.112], [0.106, 0.093, -0.040], [-0.111, 0.305, 0.286], [-0.166, 0.057, -0.047], [-0.117, -0.236, -0.219], [0.279, -0.256, 0.357], [-0.448, 0.115, 0.243], [0.034, -0.493, -0.160], [-0.343, 0.249, 0.307], [0.006, -0.287, -0.108], [0.022, -0.062, 0.217], [-0.094, -0.264, -0.182], [0.047, 0.251, 0.219], [-0.200, -0.149, -0.263], [0.092, 0.410, -0.308], [-0.073, 0.166, 0.123], [-0.083, -0.170, 0.447], [0.180, -0.233, 0.028], [0.037, 0.286, 0.313], [-0.094, 0.261, -0.261], [0.340, -0.009, -0.399], [-0.217, 0.367, 0.140]],
  "gap_ev": 6.7,
  "charge": 1,
  "max_force_ev_per_a": 3.0
}